Record 1
8
Properties=species:S:1:pos:R:3 method="wB97M-V/def2-TZVPD" homo_ev="-9.461 / -9.267" charge=0
O -2.5284 -0.5154 -0.0270
O -0.7923 0.9605 0.0086
N 1.3257 -1.1489 0.2037
C 1.9389 -0.1258 0.0043
C -1.2695 -0.1347 0.0213
H -3.1382 0.2633 -0.0452
H 1.4323 0.8419 -0.1230
H 3.0315 -0.1409 -0.0427



Record 2
8
Properties=species:S:1:pos:R:3 method="wB97M-V/def2-TZVPD" homo_ev=-9.987 charge=0 smiles="C=CON=O"
O -2.0496 0.2646 1.9569
O -0.9684 0.5708 0.1826
N -0.9027 0.1041 1.5094
C 1.0218 -0.5088 -0.4721
C 0.0333 0.2879 -0.6773
H 0.9019 -1.1950 0.3148
H 0.0971 0.9386 -1.6762
H 1.8667 -0.4622 -1.1381



Record 3
8
Properties=species:S:1:pos:R:3 method="wB97M-V/def2-TZVPD" homo_ev=-9.884 charge=0 smiles="[H]/N=C/OC=O"
O 2.2206 -0.3091 -0.6960
O -0.2136 0.2115 -0.9958
N -1.6000 0.0832 0.7308
C -0.4509 -0.1028 0.2599
C 1.4558 0.0859 -1.4705
H 1.4298 0.4228 -2.4913
H 0.4204 -0.5202 0.8042
H -1.7210 -0.1837 1.7009



Record 4
8
Properties=species:S:1:pos:R:3 method="wB97M-V/def2-TZVPD" homo_ev=-10.992 charge=0 smiles="C=NOC=O"
O 2.7563 0.1047 -0.1052
O 0.5624 0.4272 0.1484
N -0.6717 -0.3002 0.0875
C 1.7026 -0.3483 0.0181
C -1.6556 0.3719 -0.1594
H -2.5067 -0.2178 -0.0286
H 1.5440 -1.4363 0.0840
H -1.7312 1.3989 -0.0448



Record 5
8
Properties=species:S:1:pos:R:3 method="wB97M-V/def2-TZVPD" homo_ev="-8.281 / -8.281" charge=0
O 1.5173 1.5950 0.1327
O 0.6741 -1.7595 0.0576
N 1.8205 0.5062 -0.1726
C -0.9683 0.0070 0.0195
C 0.3716 -0.6234 0.0470
H -0.9158 0.8365 0.7602
H -1.6243 -0.8846 0.1668
H -0.8751 0.3229 -1.0113



Record 6
8
Properties=species:S:1:pos:R:3 method="wB97M-V/def2-TZVPD" homo_ev=-10.630 charge=0 smiles="O=CNC=O"
O -2.2436 0.4017 -0.5017
O 2.0385 -0.1379 1.0161
N -0.1884 -0.0346 0.5305
C -1.1221 -0.0302 -0.5193
C 1.1390 -0.0721 0.2097
H 1.4017 0.0325 -0.8080
H -0.3645 0.1385 1.4944
H -0.6606 -0.2980 -1.4218



Record 7
8
Properties=species:S:1:pos:R:3 method="wB97M-V/def2-TZVPD" homo_ev="-6.030 / -11.827" charge=0 spin_multiplicity=3 s2=2.01
O -1.3957 1.3786 -0.2557
O 0.4290 -2.0011 0.9462
N 0.7924 0.7916 -0.8471
C -0.3993 0.7213 -0.2654
C -0.4726 -1.2067 0.8256
H 1.2392 1.5214 -1.3288
H -1.4861 -1.2675 1.3531
H 1.2931 0.0623 -0.4278



Record 8
9
Properties=species:S:1:pos:R:3 method="wB97M-V/def2-TZVPD" homo_ev=-8.851 charge=0 smiles="O=CONC=S"
S -2.3734 0.3840 -0.0472
O 1.3039 -1.0044 -0.0593
O 2.1553 1.2089 0.1731
N 0.0587 -0.2962 -0.2751
C 2.3702 -0.0024 -0.0061
C -1.1164 -0.6824 0.2908
H 3.2837 -0.6986 -0.3248
H -1.1638 -1.6408 0.7365
H 0.2464 0.7421 -0.3489



Record 9
9
Properties=species:S:1:pos:R:3 method="wB97M-V/def2-TZVPD" homo_ev=-9.775 charge=0
S -1.9949 0.2454 0.4386
O -2.6948 -0.8789 -0.1090
O -1.0056 1.0526 -0.7105
N 0.6849 -0.9067 -0.3647
C -0.2631 0.2045 0.0783
C 1.1422 0.2132 0.4753
H 0.9349 -0.8233 -1.3433
H 1.7954 0.9682 0.0476
H 1.4010 -0.0748 1.4876



Record 10
9
Properties=species:S:1:pos:R:3 method="wB97M-V/def2-TZVPD" homo_ev=-9.216 charge=0
O -1.1252 -1.3957 0.1970
O 0.9002 1.2344 0.0253
O 2.4242 -0.4639 -0.0948
N -0.4268 -0.4828 -0.5756
C 1.3330 -0.0128 -0.1050
C -0.4404 0.9028 0.0029
H -0.7284 -2.2628 0.0821
H -1.0530 1.5878 -0.4802
H -0.8835 0.8930 0.9483



Record 11
9
Properties=species:S:1:pos:R:3 method="wB97M-V/def2-TZVPD" homo_ev=-8.467 charge=0
O 2.3706 0.0107 1.6036
O -1.3391 -1.2264 2.0199
O 1.5251 -0.4280 3.6014
N 1.4716 -0.1000 2.4254
C -0.3119 -0.0339 0.0424
C -0.5507 -0.7322 1.3302
H -0.0929 -0.7860 -0.7759
H 0.7183 0.5938 0.1637
H -1.2613 0.5380 -0.2564



Record 12
9
Properties=species:S:1:pos:R:3 method="wB97M-V/def2-TZVPD" homo_ev="-9.055 / -9.056" charge=0
O -2.1952 0.3373 1.4409
O -0.5368 1.1646 -1.6299
O 1.5825 -0.8125 -0.5710
N 0.2007 -1.0110 -0.3492
C -0.7473 0.6312 -0.6227
C -1.2149 0.7346 0.8027
H 0.2944 -0.9796 0.6708
H -0.2775 1.1898 1.2236
H 1.7582 -0.8184 -1.5140



Number 1: molecular weight 73.1 g mol⁻¹. Number 2: molecular weight 73.1 g mol⁻¹. Number 3: molecular weight 73.1 g mol⁻¹. Number 4: molecular weight 73.1 g mol⁻¹. Number 5: molecular weight 73.1 g mol⁻¹. Number 6: molecular weight 73.1 g mol⁻¹. Number 7: molecular weight 73.1 g mol⁻¹. Number 8: molecular weight 105.1 g mol⁻¹. Number 9: molecular weight 105.1 g mol⁻¹. Number 10: molecular weight 89.0 g mol⁻¹. Number 11: molecular weight 89.0 g mol⁻¹. Number 12: molecular weight 89.0 g mol⁻¹.